No. 1
Molecular formula: C22H23BrN3NiO5S2Si
Method: DFT, ωB97M-V/def2-TZVPD

## Properties
**Kohn-Sham gap (alpha / beta)**: 5.47 / 5.49 eV
**2S+1**: 3
**LUMO level (alpha / beta)**: 1.8398 / 1.8378 eV
**Total charge**: -1
**E**: -178531.7830 eV

Last column: Löwdin charge in e.
Geometry (Å):
Ni  -0.047  -0.249  0.059  0.52
O  4.136  0.338  4.389  0.09
C  3.299  0.300  3.514  -0.28
C  3.554  0.065  2.040  -0.30
O  4.642  0.061  1.490  0.07
C  2.229  -0.105  1.432  -0.30
C  1.218  0.185  2.391  -0.33
O  -0.026  0.202  2.089  -0.11
C  1.813  0.506  3.682  -0.33
O  1.246  0.903  4.691  0.05
O  1.951  -0.396  0.224  -0.07
C  0.564  -2.107  -2.987  -0.07
C  0.384  -0.638  -3.092  -0.60
N  0.228  0.154  -2.081  0.06
C  0.153  1.478  -2.462  -0.30
C  0.202  1.681  -3.803  -0.35
S  0.395  0.188  -4.618  1.06
C  0.118  2.513  -1.429  -0.31
C  0.125  3.852  -1.646  -0.36
S  0.168  4.679  -0.153  1.06
C  0.175  3.156  0.692  -0.58
N  0.138  2.131  -0.103  0.09
C  0.249  3.172  2.180  -0.07
H  0.654  -2.355  -1.931  0.03
H  1.462  -2.424  -3.517  0.09
H  -0.290  -2.637  -3.410  0.07
H  0.177  2.612  -4.344  0.07
H  0.125  4.378  -2.586  0.07
H  -0.155  4.104  2.573  0.07
H  1.292  3.089  2.496  0.10
H  -0.273  2.316  2.605  0.07
C  1.558  -4.404  -0.360  -0.19
Si  -0.242  -4.020  0.053  0.39
C  -0.751  -5.221  1.435  -0.21
C  -1.312  -4.580  -1.427  -0.19
C  -0.431  -2.280  0.630  -0.28
H  1.714  -5.458  -0.606  0.02
H  2.183  -4.160  0.502  0.03
H  1.921  -3.799  -1.195  0.01
H  -0.534  -6.266  1.187  0.01
H  -1.823  -5.142  1.638  0.02
H  -0.224  -4.977  2.360  0.02
H  -1.589  -5.630  -1.303  0.02
H  -0.787  -4.496  -2.380  0.00
H  -2.239  -4.002  -1.497  0.01
H  0.224  -2.262  1.510  0.00
H  -1.453  -2.193  1.035  -0.01
Br  -6.700  -0.268  0.290  0.74
C  -4.825  -0.120  0.094  -0.68
C  -4.102  0.710  0.928  -0.09
C  -2.731  0.784  0.737  -0.08
N  -2.085  0.094  -0.201  0.02
C  -2.802  -0.715  -0.982  -0.11
C  -4.172  -0.853  -0.884  -0.10
H  -4.579  1.276  1.715  0.11
H  -2.118  1.399  1.382  0.11
H  -2.241  -1.294  -1.707  0.11
H  -4.709  -1.525  -1.537  0.10

Cartesian forces, eV/Å:
Ni 0.3201 -0.5409 0.2831
O -0.0122 0.0507 -0.0355
C 0.0493 0.0168 0.0784
C 0.0481 -0.0358 -0.1081
O -0.0246 -0.0803 0.0449
C -0.1146 0.0496 0.0776
C 0.1066 -0.0327 0.0271
O -0.0617 0.0237 -0.0462
C -0.0716 0.0266 -0.0399
O 0.0015 -0.0071 0.0116
O 0.3272 0.1958 0.0461
C -0.0445 -0.0059 0.0349
C 0.0565 0.0306 -0.3500
N -0.0383 0.1518 0.0687
C 0.0086 -0.0619 -0.1180
C 0.0306 -0.0521 -0.0834
S -0.0137 -0.0459 0.2446
C -0.0066 0.0622 0.0973
C -0.0078 0.0825 0.0079
S -0.0205 -0.2234 0.0459
C -0.0231 0.3629 -0.0891
N 0.0144 0.0398 -0.1650
C 0.0035 -0.0812 0.0152
H -0.0434 0.0500 -0.0508
H 0.0096 -0.0024 0.0142
H 0.0052 -0.0024 -0.0010
H -0.0020 0.0253 0.0409
H -0.0017 -0.0233 -0.0126
H 0.0106 0.0016 -0.0049
H -0.0092 -0.0244 0.0087
H 0.0125 -0.0050 0.0000
C -0.0062 -0.0187 -0.0382
Si -0.0779 0.0579 0.3151
C 0.0941 -0.0287 -0.0711
C 0.0181 0.1028 0.0286
C -0.2131 -0.0836 -0.5391
H -0.0154 -0.0018 -0.0080
H 0.0110 0.0045 -0.0008
H 0.0580 -0.0839 0.0733
H -0.0061 0.0121 -0.0138
H 0.0032 0.0254 -0.0092
H -0.0033 0.0024 0.0038
H -0.0024 -0.0003 0.0057
H -0.0143 0.0044 -0.0260
H 0.0005 -0.0072 0.0002
H 0.0348 0.0619 0.0462
H 0.0162 -0.0407 0.0548
Br 0.0269 -0.0009 0.0023
C 0.0859 0.0014 -0.0095
C -0.1043 -0.0076 -0.0315
C 0.0896 0.0729 0.0382
N -0.6028 -0.0057 0.2041
C 0.1183 0.0335 -0.1016
C -0.1152 0.0083 0.0080
H 0.0067 0.0064 -0.0019
H 0.0530 -0.0493 0.0017
H 0.0284 -0.0162 0.0375
H 0.0079 0.0058 -0.0118

No. 2
Molecular formula: C24H30IIrN9Se
Method: DFT, ωB97M-V/def2-TZVPD

## Properties
**Kohn-Sham gap (alpha / beta)**: 4.44 / 4.46 eV
**2S+1**: 2
**LUMO level (alpha / beta)**: -8.1921 / -8.1809 eV
**Total charge**: +2
**E**: -115053.9013 eV

Last column: Löwdin charge in e.
Geometry (Å):
Ir  0.509  -0.416  -0.560  1.19
C  1.430  -2.160  4.833  -0.07
C  0.554  -2.260  3.581  -0.24
C  -0.461  -1.138  3.476  -0.17
C  -1.478  -1.117  4.433  -0.02
C  -2.480  -0.171  4.408  -0.04
C  -2.500  0.776  3.395  -0.02
C  -1.520  0.788  2.415  -0.20
C  -1.547  1.886  1.382  -0.22
C  -0.694  3.088  1.803  -0.08
C  -0.486  -0.163  2.473  -0.20
N  0.579  -0.114  1.495  -0.08
C  1.797  -0.157  1.953  -0.08
C  2.874  -0.423  1.083  -0.36
C  4.244  -0.529  1.295  -0.01
C  4.803  -0.847  0.056  -0.06
C  3.751  -0.925  -0.853  -0.15
N  2.573  -0.662  -0.242  -0.13
H  2.068  -3.039  4.920  0.08
H  0.823  -2.095  5.735  0.08
H  2.075  -1.280  4.807  0.07
H  0.000  -3.201  3.621  0.11
H  1.192  -2.314  2.700  0.06
H  -1.479  -1.874  5.208  0.13
H  -3.250  -0.173  5.168  0.12
H  -3.286  1.521  3.366  0.12
H  -2.581  2.205  1.238  0.12
H  -1.197  1.481  0.428  0.03
H  -1.047  3.494  2.750  0.09
H  -0.742  3.897  1.067  0.07
H  0.349  2.795  1.946  0.06
H  1.973  0.005  3.012  0.15
H  4.754  -0.386  2.235  0.12
H  5.842  -1.014  -0.175  0.11
H  3.831  -1.171  -1.899  0.08
N  0.236  -2.306  -4.396  0.05
C  1.462  -1.740  -4.497  0.01
C  1.635  -0.939  -3.374  -0.10
N  0.590  -1.018  -2.555  -0.10
C  -0.429  -1.777  -3.231  -0.34
H  -0.071  -3.110  -4.920  0.15
H  2.144  -1.959  -5.302  0.15
H  2.497  -0.339  -3.137  0.11
H  -0.812  -2.577  -2.597  0.08
Se  -2.558  -1.648  -5.168  1.36
N  -3.420  -0.165  -5.403  -0.18
C  -3.053  0.720  -4.503  -0.32
C  -3.573  2.055  -4.447  0.05
C  -3.124  2.842  -3.450  0.01
C  -2.176  2.305  -2.510  -0.06
N  -1.641  1.116  -2.545  0.13
C  -2.054  0.311  -3.543  -0.29
N  -1.660  -0.962  -3.728  -0.17
H  -4.297  2.375  -5.184  0.14
H  -3.466  3.860  -3.334  0.13
H  -1.883  2.926  -1.667  0.12
N  2.197  2.048  0.179  0.03
N  1.165  1.564  -0.670  -0.12
H  2.101  3.051  0.293  0.11
H  3.107  1.810  -0.199  0.10
H  1.334  1.779  -1.652  0.11
H  0.319  2.050  -0.384  0.06
I  -0.514  -3.154  0.159  0.97
C  -1.361  -1.210  -0.276  -0.78
H  -1.915  -0.889  0.599  -0.03
H  -2.052  -1.326  -1.110  -0.05

Cartesian forces, eV/Å:
Ir 1.2595 -2.5615 1.9233
C 0.0069 -0.0025 -0.0461
C 0.0476 0.0869 0.1672
C -0.0700 -0.2022 -0.0602
C 0.0107 -0.0127 -0.0059
C -0.0189 0.0118 -0.0018
C -0.0394 -0.0560 -0.0397
C 0.1283 0.0935 0.0543
C 0.1171 0.0434 0.1119
C -0.0017 -0.0041 -0.0584
C 0.0809 0.3347 -0.1655
N -0.0507 -0.1750 0.0869
C 0.1989 0.0394 -0.0507
C -0.1871 -0.2660 0.1192
C 0.1539 0.0301 -0.0209
C 0.0444 0.0514 0.0899
C -0.1687 0.1656 0.0309
N 0.2911 0.2169 -0.0439
H 0.0094 0.0114 0.0065
H 0.0142 0.0001 0.0027
H -0.0143 0.0032 0.0238
H -0.0047 -0.0038 -0.0288
H -0.0438 -0.0469 -0.0335
H 0.0181 0.0005 -0.0074
H -0.0019 -0.0018 -0.0114
H 0.0044 -0.0031 -0.0112
H 0.0053 -0.0093 -0.0186
H -0.2062 -0.0508 -0.0632
H -0.0005 -0.0010 -0.0021
H 0.0226 -0.0148 0.0058
H -0.0080 0.0035 0.0262
H -0.0075 -0.0457 -0.0019
H 0.0142 -0.0576 -0.0116
H -0.0016 -0.0287 0.0462
H -0.0358 -0.0696 0.0121
N -0.1255 0.1550 -0.0144
C 0.1290 0.0591 0.0616
C 0.0472 0.0245 -0.2554
N -0.6686 0.9442 -0.2003
C 0.0858 -0.5591 0.1162
H 0.1237 -0.0930 0.0886
H -0.0082 0.0179 0.0017
H 0.0171 -0.0435 0.0139
H -0.2592 0.1305 0.0556
Se -0.1237 -0.1822 -0.0854
N -0.0537 -0.0163 0.0317
C -0.0489 0.1220 -0.0403
C 0.0151 -0.1961 -0.0340
C 0.1879 -0.0356 0.2047
C -0.2683 0.2631 -0.0805
N 0.2675 -0.1667 -0.1497
C -0.1900 0.1007 0.2800
N 0.5580 0.2735 -0.3121
H -0.0070 -0.0297 0.0034
H 0.0019 -0.0093 0.0512
H 0.0221 0.0267 -0.0812
N 0.1022 0.1420 0.1281
N -0.9620 0.0014 -0.6882
H 0.0422 0.0337 -0.2002
H -0.0162 -0.0726 0.0113
H -0.0329 0.1536 -0.0096
H 0.0593 0.1708 -0.1021
I 0.3538 0.4226 -0.2277
C -0.7891 1.4805 -0.7976
H 0.0231 -0.2855 0.1329
H -0.0492 -0.3114 0.0737

No. 3
Molecular formula: C20H19N6O
Method: DFT, ωB97M-V/def2-TZVPD

## Properties
**Kohn-Sham gap**: 5.84 eV
**2S+1**: 1
**LUMO level**: -5.7097 eV
**Total charge**: +1
**E**: -32020.8993 eV

Last column: Löwdin charge in e.
Geometry (Å):
N  -2.178  -3.861  0.152  0.22
C  -1.434  -3.566  -0.763  -0.10
O  -0.370  -3.080  -1.622  0.06
N  0.659  -2.716  -0.803  -0.17
C  0.629  -1.462  -0.130  0.08
C  1.637  -0.846  0.872  0.07
C  2.874  -1.831  1.095  0.09
C  2.704  -3.119  0.227  -0.02
N  1.679  -3.546  -0.635  0.15
H  -0.293  -0.794  -0.360  0.13
H  1.539  0.163  1.404  0.13
H  3.736  -1.586  1.798  0.13
H  3.579  -3.872  0.334  0.14
N  -2.962  -2.205  5.370  0.06
C  -2.608  -2.850  4.246  -0.15
C  -2.873  -2.379  2.970  -0.09
C  -3.546  -1.172  2.842  -0.09
C  -3.925  -0.485  3.986  -0.08
C  -3.611  -1.038  5.217  -0.15
H  -2.088  -3.790  4.398  0.10
H  -2.561  -2.941  2.099  0.04
H  -3.773  -0.771  1.860  0.10
H  -4.453  0.459  3.924  0.10
H  -3.883  -0.537  6.141  0.11
N  3.171  1.032  -0.787  0.03
C  4.017  1.704  0.013  -0.16
C  4.769  2.791  -0.401  -0.06
C  4.647  3.210  -1.718  -0.06
C  3.783  2.533  -2.567  -0.06
C  3.071  1.460  -2.057  -0.14
H  4.080  1.337  1.033  0.10
H  5.433  3.297  0.289  0.11
H  5.221  4.056  -2.080  0.12
H  3.664  2.833  -3.600  0.11
H  2.380  0.901  -2.681  0.10
N  -1.725  1.461  -1.281  0.04
C  -1.375  0.820  -2.409  -0.17
C  -1.642  1.295  -3.681  -0.07
C  -2.315  2.502  -3.803  -0.06
C  -2.691  3.186  -2.655  -0.06
C  -2.374  2.628  -1.427  -0.14
H  -0.854  -0.121  -2.261  0.07
H  -1.333  0.736  -4.556  0.11
H  -2.545  2.907  -4.782  0.11
H  -3.218  4.130  -2.712  0.11
H  -2.643  3.126  -0.501  0.11

Cartesian forces, eV/Å:
N 4.0034 1.4428 -5.4847
C -1.2592 -0.3623 3.1843
O -2.6970 -1.4255 1.9576
N 3.2596 3.7894 4.1029
C -0.4195 1.7783 0.8631
C 2.2295 -5.3237 -1.8181
C -5.3393 0.4614 -3.0843
C 0.4928 0.8335 0.9397
N 1.5447 1.4474 1.7690
H 1.5597 -1.4027 0.3361
H -0.2273 -1.7288 -1.2170
H -1.2611 -0.6890 -1.2343
H -1.9077 1.2212 -0.4808
N -0.1160 0.2574 -0.6657
C -0.0952 0.2204 0.6165
C 0.0119 0.1544 0.0134
C -0.0003 0.0663 -0.0611
C 0.0506 -0.0658 -0.1548
C 0.2791 -0.5087 0.2531
H -0.0259 0.0089 -0.0520
H -0.1194 0.0477 0.2216
H -0.0100 -0.0225 0.0555
H 0.0196 -0.0592 0.0360
H -0.0198 0.0121 -0.0730
N 0.3319 0.5348 -0.1515
C -0.3881 -0.3346 -0.3185
C -0.0034 -0.0007 -0.0607
C 0.0274 0.0560 -0.0429
C 0.0747 0.0335 0.1199
C -0.1038 -0.2941 0.4434
H 0.0770 0.0959 0.0350
H -0.0511 -0.0521 -0.0271
H -0.0479 -0.0708 0.0361
H -0.0135 -0.0449 0.0669
H 0.0359 0.0759 -0.0463
N 0.0230 0.0219 -0.5557
C -0.2172 0.4024 0.4841
C 0.0051 0.0070 -0.0093
C -0.0394 0.0856 -0.0450
C 0.0824 -0.1443 -0.1492
C 0.2351 -0.4171 0.3266
H 0.0061 -0.0294 -0.2174
H -0.0251 0.0172 0.0548
H 0.0181 -0.0416 0.0785
H 0.0352 -0.0653 0.0385
H -0.0156 0.0118 -0.0834

No. 4
Molecular formula: C3H9N2S
Method: DFT, ωB97M-V/def2-TZVPD

## Properties
**Kohn-Sham gap**: 8.31 eV
**2S+1**: 1
**LUMO level**: -4.8306 eV
**SMILES**: CN(C=[NH2+])CS
**Total charge**: +1
**E**: -17063.4006 eV

Last column: Löwdin charge in e.
Geometry (Å):
C  0.464  -1.722  -0.111  -0.07
N  -0.027  -0.403  0.198  -0.18
C  -1.564  0.072  -0.023  0.05
N  -2.024  1.283  0.113  0.16
C  0.919  0.670  0.284  -0.49
S  2.002  0.584  -1.222  0.78
H  0.521  -2.372  0.703  0.09
H  -0.187  -2.109  -0.897  0.11
H  1.392  -1.547  -0.553  0.01
H  -2.221  -0.792  0.164  0.16
H  -3.078  1.459  0.210  0.19
H  -1.408  2.150  0.104  0.16
H  1.649  0.320  0.993  0.08
H  0.513  1.692  0.506  0.09
H  3.049  0.716  -0.468  -0.14

Cartesian forces, eV/Å:
C -2.2888 0.3430 -1.5398
N -7.1762 4.0524 -0.1197
C 5.4428 -2.8242 2.4343
N -0.4118 1.3655 -0.2245
C 0.8291 -0.2258 -0.9175
S -0.9257 1.0923 -0.6371
H -0.0601 -0.8470 1.5074
H 0.2009 -0.4609 0.1469
H 1.5877 -0.2658 -0.6531
H 0.1043 0.5024 -0.8307
H 2.2037 -0.4896 -0.2521
H -1.0848 -1.6443 -0.0679
H -0.0390 0.4982 0.9991
H 0.3628 -1.2350 -0.1380
H 1.2549 0.1388 0.2928